A.
This record from the OMol25 dataset describes a cluster of 3 separate species, C4H14NO3 in total. The level of theory is ωB97M-V/def2-TZVPD.

Last column: Mulliken charge in e.
Atoms and positions in Å:
C: 0.475 0.609 -0.585  -0.77
C: 1.626 0.218 0.383  -0.52
C: 2.080 1.289 1.348  -0.77
C: 0.984 1.892 2.179  0.13
O: -0.172 1.551 2.211  -0.56
N: -0.894 0.351 -0.142  -0.18
H: 0.502 1.652 -0.985  0.43
H: 0.714 0.011 -1.519  0.38
H: 1.428 -0.811 0.694  0.41
H: 2.552 0.171 -0.236  0.31
H: 2.830 0.837 2.014  0.37
H: 2.844 1.957 0.905  0.37
H: 1.363 2.631 2.944  0.33
H: -1.120 0.862 0.750  0.38
H: -1.010 -0.642 0.052  0.32
H: -1.609 0.648 -0.871  0.38
H: 1.380 -2.410 -0.638  0.30
H: 0.101 -3.151 -1.013  0.30
O: 0.422 -2.299 -0.635  -0.60
H: -4.547 -2.447 -2.606  0.33
H: -5.412 -1.267 -2.190  0.33
O: -4.538 -1.653 -2.063  -0.65

Computed properties:
**Charge**: +1
**E_HOMO**: -14.00 eV
**Orbital gap**: 11.1641 eV

B.
This record from the OMol25 dataset describes a cluster of 3 separate species, C4H14NO3 in total. The level of theory is ωB97M-V/def2-TZVPD.

Last column: Mulliken charge in e.
Atoms and positions in Å:
O: 2.205 2.717 -0.407  -0.42
C: 2.101 1.817 -1.182  0.00
C: 1.036 0.694 -1.075  -0.58
N: 0.256 0.864 0.185  -0.15
C: 0.749 -0.126 1.281  -0.59
C: 0.378 -1.555 0.935  -1.15
H: 2.655 1.758 -2.129  0.37
H: 0.501 0.746 -2.036  0.43
H: 1.563 -0.265 -1.010  0.37
H: -0.748 0.659 0.008  0.31
H: 0.156 1.841 0.459  0.42
H: 0.599 0.385 2.249  0.44
H: 1.840 0.132 1.284  0.41
H: 1.204 -2.100 1.348  0.33
H: 0.302 -1.730 -0.151  0.54
H: -0.644 -1.799 1.173  0.31
H: -2.264 -2.836 -1.355  0.30
H: -1.908 -2.796 -0.017  0.32
O: -1.710 -2.245 -0.796  -0.61
H: -3.001 1.319 1.171  0.27
H: -2.848 1.407 -0.375  0.30
O: -2.422 1.113 0.440  -0.61

Computed properties:
**Charge**: +1
**E_HOMO**: -14.26 eV
**Orbital gap**: 11.3652 eV

Name the most stable of them. A.